No. 1
{
  "formula": "CH4IN2",
  "method": "ωB97M-V/def2-TZVPD",
  "elements": ["C", "N", "N", "I", "H", "H", "H", "H"],
  "coordinates": [[-0.94514, 0.79566, -0.42438], [-1.77313, 1.31426, 0.34017], [-0.20844, 0.48468, -1.25622], [3.03836, -2.43203, 1.28570], [-2.82279, 1.33314, 0.29257], [-1.68216, 1.90152, 1.18128], [3.87833, -3.30536, 0.26872], [0.51498, -0.09189, -1.68785]],
  "forces_ev_per_angstrom": [[1.330, -0.268, -1.645], [-4.352, 1.974, 3.120], [0.653, -0.450, -0.046], [-0.286, 0.298, 0.311], [1.204, -1.015, -1.207], [1.678, -0.416, -0.451], [0.251, -0.266, -0.336], [-0.476, 0.143, 0.255]],
  "charge": 1,
  "homo_lumo_gap_ev": 7.9347,
  "homo_energy_ev": -12.685,
  "e_above_lowest_kj_mol": 194.0
}

No. 2
{
  "formula": "CH4IN2O",
  "method": "ωB97M-V/def2-TZVPD",
  "elements": ["C", "N", "N", "O", "I", "H", "H", "H", "H"],
  "coordinates": [[0.53505, -0.01894, 0.19883], [1.29227, -0.42274, -0.81779], [-0.72555, 0.28642, 0.06604], [-1.74294, 0.00954, 1.01753], [1.36836, 0.42057, 2.06434], [0.65119, -0.43005, -1.70835], [2.31248, -0.49037, -0.73738], [-1.15597, 0.09012, -0.83416], [-2.53489, 0.55545, 0.75094]],
  "forces_ev_per_angstrom": [[1.800, 0.133, 1.922], [-3.304, 0.744, -1.102], [-2.609, -0.576, -1.475], [0.545, 0.678, -0.026], [-0.081, -0.414, -0.353], [2.833, -0.472, 1.492], [-0.730, 0.141, -0.486], [0.304, 0.094, -0.264], [1.242, -0.328, 0.291]],
  "smiles": "N/C(I)=[NH+]/O",
  "charge": 1,
  "homo_lumo_gap_ev": 9.9793,
  "homo_energy_ev": -14.715,
  "e_above_lowest_kj_mol": 50.0
}